Entry 1:
A cluster of 6 separate species, C31H68BN4O17 in total at a distorted geometry. Source: the OMol25 dataset; level of theory: ωB97M-V/def2-TZVPD.

E_HOMO   -5.79 eV
E_tot   -74691.4405 eV
Max |F|   4.6 eV/Å
Relative energy (zero: lowest compared OMol25 entry of this formula, charge and spin)   108.80 kcal per mole
Net charge   -1
Lowest unoccupied orbital energy   2.157 eV
HOMO-LUMO gap   7.947 eV

The geometry in XYZ format:
```
121
Properties=species:S:1:pos:R:3:forces:R:3
O -0.328381 -0.908801 -3.493864 -0.8 -0.1 2.6
C -0.362531 -0.690301 -2.297214 2.7 -0.7 -0.5
O -0.050841 -1.603451 -1.251634 -1.3 2.2 -2.1
B -0.118081 -0.823431 -0.014404 -1.2 -0.3 0.5
O -0.148001 0.620579 -0.351964 0.3 -0.6 -0.9
C -0.227741 0.752989 -1.669334 -0.3 3.1 -1.0
O -0.163661 1.842629 -2.279734 -0.4 -3.8 1.7
O 0.919839 -1.167771 0.918026 2.9 0.2 -1.1
C 0.504489 -1.420421 2.095966 -1.3 0.0 4.4
O 1.057679 -1.406891 3.194026 0.1 -0.5 -2.4
C -1.046321 -1.431331 2.021266 -1.5 1.5 3.3
O -1.328991 -1.110221 0.824646 -1.2 0.1 -2.8
O -1.854771 -1.332671 2.959186 1.9 -1.2 -1.6
C 5.190359 -3.124621 -3.290544 0.8 -1.4 2.1
C 3.991119 -3.064341 -4.128644 -1.3 0.6 0.1
C 2.665909 -3.252441 -3.373444 0.2 -0.4 0.5
O 3.960779 -1.729731 -4.561284 -1.1 1.4 -1.2
H 6.119709 -3.109531 -3.859914 0.0 0.4 0.1
H 5.217799 -4.017391 -2.665794 0.1 -0.6 -0.2
H 5.098259 -2.365691 -2.513594 0.4 0.5 -0.4
H 4.010459 -3.840651 -4.893534 0.1 0.3 -0.7
H 2.496409 -4.328061 -3.324264 -0.2 -0.1 0.3
H 1.772889 -2.780071 -3.782674 0.3 0.0 -0.7
H 2.667539 -2.836541 -2.365914 0.5 -0.1 0.2
H 4.563609 -1.442601 -5.251034 0.3 -0.6 0.0
C 3.749639 -2.169441 -9.909954 0.7 1.0 -1.2
O 2.856879 -3.253531 -9.845804 0.1 0.1 1.7
C 2.618669 -3.675411 -8.478034 1.0 0.0 0.8
C 1.388049 -3.223891 -7.641894 0.8 0.1 -0.1
N 0.507359 -4.319391 -7.299474 -1.0 -0.8 0.9
C 0.107679 -4.398881 -5.849194 -0.2 1.4 -0.9
C -0.710381 -3.149311 -5.532394 0.6 0.6 0.6
O -1.646561 -2.893171 -6.544654 -0.3 -1.0 -0.4
C -2.574101 -1.909411 -6.224684 -0.8 0.4 -0.3
H 4.701779 -2.194261 -9.379934 -0.1 -0.9 0.8
H 3.360589 -1.175281 -9.690024 -0.8 -0.1 0.4
H 4.122919 -2.053131 -10.927424 -0.4 -0.4 -0.4
H 3.424109 -3.404071 -7.795584 0.8 1.1 -0.6
H 2.858509 -4.732421 -8.362644 -1.3 -0.6 -0.8
H 0.860179 -2.359931 -8.045664 -0.1 -0.1 -0.6
H 1.848229 -2.772691 -6.762834 -0.1 -0.3 0.5
H -0.375631 -4.082031 -7.728544 -0.1 -0.4 -0.4
H 0.993589 -4.416831 -5.214414 -0.1 -0.1 -0.1
H -0.549821 -5.228131 -5.588164 0.4 -0.5 -0.7
H -0.067601 -2.269661 -5.498524 0.2 0.0 0.4
H -1.223371 -3.231171 -4.574144 0.1 0.0 0.2
H -3.123271 -1.737211 -7.150344 0.2 0.6 -0.1
H -2.122661 -1.027111 -5.770984 0.2 0.3 -0.4
H -3.371381 -2.184361 -5.534144 0.1 -0.7 0.5
C -1.615181 5.662259 0.959746 -0.3 1.0 1.6
O -0.902281 4.837969 1.853276 -0.4 -2.4 -1.0
C -1.303791 3.492659 1.485336 0.1 -2.0 1.1
C -0.794641 2.288479 2.377956 0.4 2.1 -0.7
N -0.939781 2.521749 3.813236 1.2 -1.5 -0.5
C -0.300771 1.386509 4.565806 0.7 1.8 0.4
C -1.297441 0.722849 5.451956 0.2 -0.6 0.4
O -1.858441 1.707669 6.264446 -0.3 1.3 2.1
C -2.770871 1.245419 7.271676 -0.4 0.0 -1.9
H -1.772381 5.277469 -0.047884 0.5 0.0 -0.1
H -1.115691 6.627499 1.042926 0.0 0.1 -0.7
H -2.593281 5.803459 1.419616 -0.5 0.1 -0.3
H -0.969411 3.236599 0.479986 0.2 0.3 -0.2
H -2.372071 3.276449 1.473936 -0.6 1.2 0.0
H 0.236439 2.206669 2.034006 0.5 -0.2 0.9
H -1.238501 1.348839 2.049086 -0.6 0.1 -0.3
H -1.906891 2.509869 4.104186 -0.3 0.2 -0.3
H 0.467439 1.863959 5.174076 -0.1 0.2 0.8
H 0.380189 0.708389 4.051476 -1.0 -0.3 -0.9
H -0.789961 0.022039 6.114856 0.0 -0.6 -0.2
H -2.111201 0.265389 4.889266 0.1 -0.5 -0.2
H -3.372191 2.107929 7.559056 0.0 -0.1 0.0
H -2.442261 0.726279 8.172016 1.0 0.2 0.0
H -3.376471 0.520499 6.727746 -0.7 -0.1 0.3
C 6.943439 -0.258711 -0.145794 0.1 -0.4 1.2
O 5.908749 0.234259 0.744366 2.1 -0.4 -0.7
C 5.245399 -0.849451 1.322626 -3.0 -0.3 0.0
C 4.180679 -0.304401 2.303136 -1.0 0.1 -1.6
N 4.806539 0.311679 3.415626 0.7 0.3 2.0
C 4.079529 -0.003291 4.648886 -0.2 -0.2 0.6
C 4.654809 0.534069 5.959256 0.9 0.8 -1.9
O 3.665359 0.794579 6.870856 -1.0 -1.1 2.8
C 3.351289 -0.319211 7.794086 -0.9 1.4 -1.8
H 6.571479 -0.836451 -0.991934 -0.5 0.3 -0.2
H 7.550969 -0.973621 0.409096 0.1 -0.2 0.2
H 7.664309 0.497499 -0.456584 -0.7 0.4 0.0
H 5.723699 -1.672711 1.853266 1.6 0.5 0.3
H 4.798119 -1.419271 0.508166 -0.7 0.0 -0.2
H 3.396859 -0.975801 2.653776 0.5 -1.2 -0.3
H 3.515939 0.415009 1.824936 0.3 0.4 -0.6
H 5.716829 -0.119641 3.489286 0.4 0.2 0.2
H 4.005149 -1.075681 4.829256 -0.3 -0.5 -0.5
H 3.060489 0.382229 4.616666 0.0 0.1 -0.4
H 5.089619 1.505259 5.722996 0.4 0.1 0.1
H 5.438449 -0.136961 6.311006 0.2 0.0 0.4
H 4.213609 -0.672001 8.359816 0.0 0.1 -0.1
H 2.853279 -1.082621 7.196366 0.5 -0.6 0.0
H 2.529309 0.051059 8.406746 0.5 0.2 0.4
C -7.920521 5.709869 3.172216 -0.4 0.1 1.1
O -7.458851 4.470189 2.766446 -0.2 -1.0 -0.3
C -7.176561 3.424999 3.712886 -0.3 0.7 0.0
C -6.621831 2.339319 2.890326 1.1 -1.9 -1.3
N -5.167371 2.302569 2.584566 -1.4 1.0 0.3
C -4.751681 1.029599 2.114146 0.7 -2.3 -1.5
C -4.969691 0.772019 0.570286 1.0 1.1 1.1
O -4.204641 1.854079 -0.065864 -1.1 -1.1 -0.5
C -4.188511 1.810979 -1.514154 0.7 -0.1 1.4
H -7.102091 6.246119 3.652536 0.0 0.6 -0.2
H -8.734471 5.653939 3.895026 -0.1 -0.3 0.5
H -8.409981 6.232889 2.350646 0.7 0.0 -0.3
H -8.030471 2.923679 4.168546 -1.0 0.8 0.0
H -6.581841 3.748599 4.567106 0.5 0.2 -0.2
H -7.160941 2.356749 1.943146 -0.4 0.3 -0.2
H -6.932191 1.356209 3.244286 0.3 0.0 0.7
H -5.117781 2.846599 1.735046 0.6 0.9 0.1
H -5.180711 0.168619 2.626716 -0.6 0.2 0.3
H -3.695771 0.850319 2.316686 0.3 0.4 -0.2
H -6.028331 0.745709 0.312036 -0.3 0.7 -0.2
H -4.636691 -0.233461 0.312966 0.7 0.1 -0.1
H -3.593781 0.949249 -1.817194 -0.5 -0.5 -0.3
H -3.575831 2.643639 -1.859674 -0.4 0.3 0.1
H -5.204841 1.836349 -1.907264 0.1 -0.1 -0.2
```
Positions in Å, forces in eV/Å.

***

Entry 2:
A cluster of 11 separate species, C31H68F10NO33P6 in total at a distorted geometry. Source: the OMol25 dataset; level of theory: ωB97M-V/def2-TZVPD.

E_HOMO   -8.33 eV
E_tot   -185237.1322 eV
Max |F|   2.0 eV/Å
Net charge   -1
Lowest unoccupied orbital energy   1.893 eV
HOMO-LUMO gap   10.228 eV

The geometry in XYZ format:
```
149
Properties=species:S:1:pos:R:3:forces:R:3
P 0.354256 -0.110268 0.375924 -0.3 1.5 -1.0
F 0.324166 -1.125727 -0.897717 0.2 -0.2 0.6
F 0.859156 -1.172477 1.464894 0.4 -1.0 -1.0
F 1.834874 0.366571 -0.128766 0.0 -0.7 1.1
F 0.410192 0.928236 1.654481 -0.3 0.2 -0.5
F -0.206179 1.130221 -0.518512 -0.3 0.1 -0.4
F -1.201038 -0.519660 0.606274 0.3 0.1 0.9
C 0.948668 3.771253 3.165000 0.1 -0.2 -0.2
C 1.490479 5.147919 2.772496 0.1 -0.8 0.0
C 0.393015 5.961204 2.105642 0.1 0.0 -0.6
O -0.077592 5.361454 0.902861 -0.3 -0.3 0.3
C 0.811537 5.455094 -0.188829 0.3 0.7 0.3
N 2.040333 5.900488 3.912961 -0.5 -0.1 0.0
H 1.602680 3.263103 3.880199 0.0 0.3 0.3
H 0.949543 3.080684 2.317865 -0.4 0.2 -0.1
H -0.054286 3.884312 3.583951 0.0 -0.3 0.1
H 2.253831 4.922442 2.023081 0.4 0.5 0.2
H 0.722770 6.977761 1.868906 0.1 0.1 0.2
H -0.455500 6.006458 2.792338 -0.1 0.1 -0.1
H 1.011263 6.505670 -0.438038 -0.1 0.0 0.0
H 0.344352 4.996377 -1.056632 0.1 -0.2 0.1
H 1.783858 5.014517 0.046394 -0.1 -0.3 -0.3
H 2.438811 5.230852 4.565967 0.3 0.0 -0.2
H 1.231864 6.235990 4.439216 0.1 0.2 -0.1
C 2.545836 -0.792303 -3.049770 0.1 -1.2 -0.2
O 1.697432 -0.556546 -4.200196 0.0 0.4 -0.6
P 2.172135 -0.897122 -5.683831 0.3 -0.5 0.6
O 1.089680 -1.049207 -6.654230 -0.1 0.4 0.1
O 3.275219 0.208366 -6.048322 -0.2 -0.7 -0.1
C 2.831435 1.465558 -6.543340 -1.2 0.6 0.1
O 3.038610 -2.219211 -5.458066 -0.6 0.6 0.4
C 3.413877 -3.085216 -6.502503 1.2 0.1 -1.5
H 2.701280 0.054676 -2.389221 -0.2 0.4 -0.5
H 3.478567 -1.219523 -3.411788 0.2 0.2 0.3
H 2.028116 -1.558483 -2.480143 0.1 0.1 0.1
H 2.559498 2.121122 -5.710870 0.7 0.2 0.0
H 1.875082 1.420480 -7.077244 0.2 -0.6 -0.2
H 3.573772 1.867314 -7.224507 0.2 0.1 0.3
H 4.505014 -3.150172 -6.484500 -0.1 -0.3 0.3
H 3.218048 -2.697315 -7.508308 -0.4 0.3 0.3
H 2.974744 -4.080282 -6.480511 -0.2 0.1 0.6
C 4.294022 0.273841 7.021965 -0.1 0.6 0.7
O 4.559381 1.194331 5.952244 0.4 -0.2 -1.1
P 5.658254 0.765619 4.842381 0.6 -1.2 1.2
O 6.781120 0.024505 5.464999 -0.9 0.6 -0.9
O 4.890936 -0.084031 3.733919 0.2 0.3 0.6
C 3.596445 0.346714 3.247547 1.0 0.2 -0.6
O 6.021859 2.133905 4.130498 -0.8 -0.1 0.2
C 6.003656 3.375180 4.858978 0.4 0.0 -0.4
H 5.048566 -0.501448 7.124925 0.0 0.0 -0.3
H 3.287347 -0.130191 6.932590 0.1 -0.1 -0.2
H 4.333104 0.894170 7.919029 -0.1 -0.2 0.1
H 3.735349 0.613786 2.200200 -0.1 0.1 0.0
H 3.298508 1.230556 3.808179 -0.5 -0.2 0.0
H 2.914367 -0.497778 3.273143 -0.1 0.1 0.4
H 5.031518 3.573935 5.303801 0.0 -0.1 0.0
H 6.229499 4.127483 4.107521 0.0 0.1 0.1
H 6.781284 3.362271 5.621431 0.0 0.1 0.1
C -2.347886 5.617880 -3.809324 -0.6 1.3 0.3
O -1.120294 5.133529 -4.345639 -0.2 -0.8 -0.6
P -1.161916 3.903976 -5.381104 0.5 0.5 0.7
O -2.484239 3.319656 -5.579288 -0.2 -0.2 -0.1
O -0.441106 4.461658 -6.679410 -0.3 0.2 0.4
C -0.429241 3.631563 -7.826891 0.6 -0.4 -1.1
O -0.026523 2.964369 -4.803951 0.0 -0.3 -0.3
C -0.283193 2.249680 -3.582753 0.4 -0.3 0.0
H -2.396566 6.689252 -4.022121 0.0 -0.1 -0.1
H -2.396003 5.543640 -2.722142 0.4 -0.4 0.0
H -3.248303 5.167620 -4.221238 0.3 -0.4 -0.2
H -1.253282 3.817947 -8.516704 -0.3 0.1 0.4
H -0.373868 2.565103 -7.602478 -0.2 0.1 0.3
H 0.470026 3.866960 -8.402315 0.1 0.1 0.3
H 0.429810 2.608563 -2.842258 -0.4 0.2 0.2
H -0.033833 1.196469 -3.716601 -0.1 0.0 -0.3
H -1.329130 2.336797 -3.296043 0.1 0.1 0.2
C -6.956128 -2.674443 1.099754 0.1 -1.5 -0.7
O -6.689999 -1.640899 2.017615 -0.2 0.3 0.7
P -5.894541 -2.013143 3.361796 0.8 0.9 -0.3
O -6.468383 -2.997121 4.291286 0.4 0.2 -0.7
O -4.434352 -2.351162 2.804777 -0.6 -0.6 1.0
C -3.793531 -1.506688 1.851156 0.0 0.0 -1.2
O -5.714945 -0.538832 3.960721 -0.5 -0.3 -0.3
C -5.344307 -0.398876 5.334909 0.0 -0.5 0.2
H -7.872495 -3.227979 1.320337 0.0 0.2 0.3
H -6.148992 -3.415432 1.070226 0.1 0.1 0.2
H -7.048341 -2.338745 0.066509 0.1 0.7 0.3
H -2.749036 -1.336601 2.090203 -0.2 0.1 0.6
H -4.329293 -0.578813 1.654683 0.0 0.2 0.5
H -3.769080 -2.026626 0.897683 -0.2 0.0 0.4
H -5.573643 -1.317242 5.878095 0.0 0.0 0.0
H -5.921255 0.407980 5.779018 0.1 0.2 -0.2
H -4.273042 -0.216058 5.403747 0.0 0.2 0.0
C 1.239227 -8.560868 0.001504 1.3 0.3 0.1
O 0.218484 -7.739199 -0.541682 -0.3 0.2 0.1
P -0.676319 -6.789999 0.388551 0.1 0.0 -0.2
O -1.088425 -7.395545 1.660203 0.0 0.6 -0.6
O 0.304917 -5.508671 0.499519 -0.6 -0.9 -0.4
C -0.094836 -4.384391 1.278705 0.1 1.1 0.3
O -1.850915 -6.392314 -0.614206 0.9 -0.1 0.9
C -1.571295 -5.977929 -1.965649 -0.9 -0.6 -0.3
H 0.980471 -9.614510 0.034252 -0.4 0.1 0.0
H 1.599252 -8.233197 0.978219 -0.5 0.0 0.2
H 2.127786 -8.440870 -0.623761 -0.2 -0.2 -0.3
H -0.099591 -3.474501 0.671737 -0.1 -0.3 -0.3
H 0.666408 -4.201594 2.040036 -0.2 -0.3 0.2
H -1.086390 -4.476272 1.721354 0.1 -0.3 0.1
H -0.554197 -6.197456 -2.275202 0.1 0.3 0.1
H -1.885029 -4.946726 -2.110086 0.4 0.1 0.2
H -2.244202 -6.599558 -2.561170 0.2 0.1 -0.2
C 2.337254 -4.256022 -1.371607 0.6 -0.7 -1.0
C 2.259804 -5.503261 -2.252194 -0.1 -0.1 1.4
O 3.608834 -5.779492 -2.560876 -0.7 0.4 0.1
C 4.274394 -4.573303 -2.517451 -0.6 0.0 -1.2
O 5.299874 -4.378767 -3.071963 0.6 0.0 0.3
O 3.510761 -3.649603 -1.931061 0.3 0.5 0.6
F 1.542618 -5.222785 -3.380301 0.2 -0.2 -0.3
H 2.541646 -4.533942 -0.340262 -0.3 0.2 0.1
H 1.481430 -3.611364 -1.546519 0.0 0.1 0.4
H 1.810457 -6.341231 -1.721752 0.0 -0.2 -0.4
C -2.704163 2.646611 1.268826 0.1 -0.7 -0.3
C -2.329760 3.262179 -0.061412 -0.2 1.1 1.1
O -3.211020 4.387717 -0.017147 0.8 0.4 -1.3
C -4.300661 4.108769 0.713250 -0.4 -0.6 0.6
O -5.292590 4.760352 0.759482 0.2 0.0 -0.1
O -4.083666 2.965911 1.413142 -0.3 0.2 -0.2
F -2.613245 2.531413 -1.164441 -0.4 -0.3 -0.1
H -2.185170 3.180904 2.066473 0.4 -0.3 -0.1
H -2.546875 1.568711 1.275077 -0.1 0.1 0.2
H -1.295053 3.580984 -0.117953 -0.1 0.2 0.0
C 0.111279 -0.020555 4.295319 -0.7 -0.4 -0.9
C -1.036526 0.952234 4.007737 1.8 0.1 0.8
O -1.112994 1.598173 5.269658 -0.6 0.2 0.1
C -0.730795 0.730028 6.244067 0.4 -0.8 -0.7
O -0.902139 0.861972 7.404660 -0.1 0.2 0.3
O -0.100802 -0.338476 5.662877 0.2 0.7 0.6
F -2.201500 0.327987 3.761748 -0.4 0.0 -0.2
H 1.060804 0.471752 4.074308 0.0 0.0 0.5
H 0.080515 -0.941254 3.716952 -0.2 0.1 0.0
H -0.761732 1.686854 3.257231 -0.6 -0.1 0.0
C -2.199148 -1.355862 -3.408230 0.8 -0.8 0.9
C -2.749866 -0.256223 -2.517727 -0.8 0.7 -0.8
O -3.453634 -0.933919 -1.505161 0.4 -0.8 0.4
C -2.974070 -2.221786 -1.447709 0.0 0.4 0.1
O -3.188957 -3.018069 -0.591314 -0.2 -0.2 -0.3
O -2.194655 -2.473227 -2.490329 0.4 -0.1 -0.4
F -3.647980 0.535743 -3.186369 0.1 -0.2 0.1
H -1.153872 -1.155061 -3.638113 -0.1 -0.1 -0.5
H -2.792694 -1.721150 -4.241874 -0.1 0.8 -0.3
H -1.989148 0.409215 -2.109578 0.0 -0.2 0.2
```
Positions in Å, forces in eV/Å.

***

Q: Look up the lowest unoccupied orbital energy of the first one.
A: 2.157 eV